Record 1
{"formula": "CClO2S", "method": "ωB97M-V/def2-TZVPD", "e_lumo_ha": 0.1259, "homo_ev": -2.59, "homo_lumo_gap_ev": 6.012, "de_lowest_kcal_mol": 3.97, "charge": -1, "symbols": ["C", "O", "O", "S", "Cl"], "coordinates": [[-1.343, 0.319, -0.215], [-1.601, 1.408, -0.500], [-1.196, -0.778, 0.076], [1.953, -1.431, 0.670], [2.188, 0.482, -0.031]], "lowdin_charge": [-0.482, 0.168, 0.154, -0.495, -0.345]}

=====

Record 2
{"formula": "CH10NOSSi2", "method": "ωB97M-V/def2-TZVPD", "e_lumo_ha": -0.1888, "homo_ev": -12.69, "homo_lumo_gap_ev": 7.556, "de_lowest_kcal_mol": 32.02, "charge": 1, "symbols": ["C", "N", "O", "Si", "Si", "S", "H", "H", "H", "H", "H", "H", "H", "H", "H", "H"], "coordinates": [[0.069, 1.103, 1.056], [-0.438, 0.855, 2.235], [0.197, 0.972, -1.339], [2.654, -1.169, -0.242], [0.570, -0.203, -0.277], [-3.162, -0.597, -1.105], [0.136, 2.267, 0.769], [-2.996, 0.624, -1.630], [-0.768, -0.075, 2.408], [-0.749, 1.470, 2.963], [0.256, 1.100, -2.244], [2.956, -2.561, 0.197], [2.832, -1.439, -1.679], [3.332, -0.328, 0.736], [-0.469, -1.230, -0.192], [-4.420, -0.790, -1.657]], "lowdin_charge": [-0.077, 0.163, -0.208, 0.558, 0.366, 0.444, 0.168, -0.220, 0.126, 0.143, 0.046, -0.090, -0.089, -0.109, -0.055, -0.167]}

=====

Record 3
{"formula": "CH10NO2", "method": "ωB97M-V/def2-TZVPD", "e_lumo_ha": -0.4222, "homo_ev": -16.09, "homo_lumo_gap_ev": 4.604, "de_lowest_kcal_mol": 206.95, "charge": 1, "symbols": ["C", "N", "H", "H", "H", "H", "H", "H", "H", "H", "O", "H", "H", "O"], "coordinates": [[-0.588, -2.239, -0.348], [0.360, 1.736, 1.053], [0.190, -1.529, -0.029], [-0.280, -2.775, -1.238], [-0.742, -2.965, 0.445], [-1.469, -1.596, -0.466], [0.763, 2.661, 1.304], [-0.345, 1.575, 1.813], [1.422, 0.834, 0.314], [2.675, 0.558, -0.676], [1.934, 0.155, -0.180], [-0.736, 1.308, -0.082], [-1.782, 1.446, -1.274], [-1.401, 0.830, -0.636]], "lowdin_charge": [-0.009, 0.343, -0.004, 0.035, 0.031, 0.021, 0.125, 0.132, -0.051, 0.112, 0.110, -0.023, 0.096, 0.082]}

=====

Record 4
{"formula": "C6H15N2S", "method": "ωB97M-V/def2-TZVPD", "e_lumo_ha": -0.1062, "homo_ev": -12.98, "homo_lumo_gap_ev": 10.092, "de_lowest_kcal_mol": 70.23, "charge": 1, "symbols": ["C", "C", "C", "C", "C", "C", "N", "N", "S", "H", "H", "H", "H", "H", "H", "H", "H", "H", "H", "H", "H", "H", "H", "H"], "coordinates": [[0.004, -1.868, -0.287], [-1.155, -0.906, -0.010], [2.366, 2.218, 0.684], [0.960, 0.542, 1.970], [0.673, 0.831, -0.630], [1.700, 0.862, 0.664], [-0.091, -0.351, -0.343], [-2.417, -0.839, 0.367], [-2.866, -1.861, -3.054], [0.449, -2.302, 0.549], [0.053, -2.531, -1.215], [3.119, 2.218, 1.444], [2.817, 2.457, -0.262], [1.556, 2.959, 1.094], [-0.023, 0.851, 1.847], [1.480, 0.977, 2.782], [0.966, -0.574, 2.184], [-0.095, 1.609, -0.730], [1.455, 0.589, -1.379], [2.478, 0.156, 0.428], [-3.101, -1.615, 0.639], [-4.043, -1.457, -2.680], [-2.971, -0.051, 0.228], [-3.315, -1.911, -4.289]], "lowdin_charge": [0.107, -0.283, -0.080, -0.049, -0.035, -0.383, 0.011, 0.227, 0.509, 0.078, 0.139, 0.073, 0.077, 0.131, 0.053, 0.076, 0.102, 0.148, 0.148, 0.124, 0.187, -0.245, 0.100, -0.214]}

=====

Record 5
{"formula": "C31H31As2NO3Pd", "method": "ωB97M-V/def2-TZVPD", "e_lumo_ha": 0.0002, "homo_ev": -7.77, "homo_lumo_gap_ev": 7.772, "de_lowest_kcal_mol": 18.53, "charge": 0, "symbols": ["Pd", "C", "As", "C", "C", "C", "C", "C", "C", "C", "As", "C", "C", "H", "H", "H", "H", "H", "H", "H", "H", "H", "H", "H", "H", "H", "H", "H", "H", "O", "C", "C", "O", "O", "C", "C", "C", "C", "C", "C", "C", "C", "C", "C", "C", "C", "H", "H", "H", "H", "H", "H", "H", "H", "H", "H", "H", "N", "C", "C", "C", "C", "C", "C", "C", "H", "H", "H", "H"], "coordinates": [[-0.129, -0.190, -0.528], [0.425, -0.823, -4.137], [-0.815, -0.819, -2.662], [-2.403, -0.032, -3.448], [-1.361, -2.684, -2.470], [-1.239, -3.534, -3.567], [-1.660, -4.853, -3.494], [-2.215, -5.330, -2.318], [-2.328, -4.491, -1.221], [-1.899, -3.168, -1.274], [-1.971, -2.033, 0.323], [-3.914, -1.926, 0.557], [-1.636, -3.339, 1.737], [-0.053, -1.198, -5.040], [1.293, -1.426, -3.875], [0.748, 0.205, -4.295], [-2.736, -0.641, -4.287], [-2.177, 0.980, -3.781], [-3.181, 0.016, -2.689], [-0.808, -3.174, -4.492], [-1.552, -5.503, -4.353], [-2.550, -6.357, -2.251], [-2.751, -4.881, -0.303], [-4.356, -2.921, 0.608], [-4.359, -1.380, -0.274], [-4.120, -1.390, 1.483], [-2.314, -4.191, 1.718], [-1.750, -2.816, 2.687], [-0.606, -3.684, 1.657], [0.748, 0.473, 1.375], [2.196, 0.578, 1.446], [2.793, -0.342, 0.317], [4.006, -0.487, 0.349], [1.981, -0.838, -0.521], [2.578, 0.077, 2.833], [2.450, 0.932, 3.925], [2.678, 0.475, 5.215], [3.043, -0.845, 5.426], [3.176, -1.702, 4.343], [2.944, -1.246, 3.055], [2.645, 2.005, 1.203], [3.981, 2.340, 1.418], [4.422, 3.631, 1.190], [3.539, 4.610, 0.747], [2.213, 4.283, 0.531], [1.770, 2.984, 0.757], [0.344, 1.099, 1.986], [2.189, 1.972, 3.765], [2.580, 1.154, 6.052], [3.231, -1.204, 6.430], [3.471, -2.732, 4.500], [3.071, -1.915, 2.215], [4.669, 1.572, 1.746], [5.463, 3.876, 1.358], [3.888, 5.620, 0.573], [1.514, 5.034, 0.185], [0.731, 2.746, 0.569], [-3.766, 6.105, -1.402], [-3.224, 5.097, -1.295], [-2.547, 3.838, -1.161], [-1.327, 3.632, -1.802], [-0.676, 2.415, -1.676], [-1.231, 1.386, -0.900], [-2.456, 1.607, -0.268], [-3.109, 2.826, -0.391], [-0.892, 4.430, -2.391], [0.286, 2.276, -2.156], [-2.899, 0.823, 0.336], [-4.055, 2.998, 0.108]], "lowdin_charge": [0.572, -0.253, 1.135, -0.241, -0.382, -0.105, -0.075, -0.074, -0.107, -0.404, 1.143, -0.307, -0.307, 0.029, 0.047, 0.034, 0.038, 0.035, 0.029, 0.089, 0.107, 0.107, 0.090, 0.024, 0.018, 0.024, 0.016, 0.025, 0.030, -0.105, -0.299, -0.627, 0.054, -0.120, -0.143, -0.029, -0.080, -0.092, -0.072, -0.007, -0.155, -0.017, -0.067, -0.091, -0.078, -0.029, 0.116, 0.121, 0.102, 0.100, 0.103, 0.120, 0.126, 0.104, 0.100, 0.101, 0.087, 0.152, -0.189, -0.242, -0.034, -0.142, -0.363, -0.115, -0.030, 0.121, 0.101, 0.065, 0.119]}

=====

Record 6
{"formula": "C2H3CrO3", "method": "ωB97M-V/def2-TZVPD", "e_lumo_ha": [0.1160, 0.1102], "spin_multiplicity": 5, "homo_ev": [-2.32, -3.86], "homo_lumo_gap_ev": [5.479, 6.864], "de_lowest_kcal_mol": 0.00, "charge": -1, "symbols": ["O", "C", "C", "O", "Cr", "H", "H", "H", "O"], "coordinates": [[-0.565, -0.691, 1.220], [-0.542, -0.027, -0.007], [0.884, 0.578, -0.208], [1.850, -0.440, -0.128], [0.598, -1.862, 0.145], [1.038, 1.346, 0.581], [0.909, 1.099, -1.189], [-1.473, 0.547, -0.403], [-0.734, -1.060, -1.039]], "lowdin_charge": [-0.337, -0.654, -0.367, -0.419, 0.834, 0.097, 0.097, 0.138, -0.391]}

=====

Record 7
{"formula": "C17H36BrN4O4", "method": "ωB97M-V/def2-TZVPD", "e_lumo_ha": 0.0785, "homo_ev": -4.46, "homo_lumo_gap_ev": 6.599, "charge": -1, "symbols": ["C", "C", "N", "C", "C", "C", "C", "Br", "N", "C", "C", "C", "C", "C", "O", "O", "H", "H", "H", "H", "H", "H", "H", "H", "H", "H", "H", "H", "H", "H", "H", "H", "H", "H", "H", "H", "H", "H", "C", "O", "N", "C", "C", "H", "H", "H", "H", "H", "H", "H", "C", "O", "N", "C", "C", "H", "H", "H", "H", "H", "H", "H"], "coordinates": [[1.845, -5.911, -1.202], [1.718, -4.932, -2.442], [0.389, -4.308, -2.546], [0.372, -2.877, -2.053], [-1.163, -2.557, -1.880], [-1.533, -1.396, -0.913], [-1.601, -1.857, 0.598], [-0.841, -0.514, 1.843], [1.175, -2.837, -0.841], [1.751, -1.531, -0.501], [3.291, -1.360, -0.803], [4.114, -2.691, -0.796], [3.577, -0.483, -2.086], [0.904, -1.989, -3.240], [0.351, -0.871, -3.375], [1.846, -2.324, -3.998], [0.810, -5.999, -0.794], [2.112, -6.932, -1.549], [2.510, -5.521, -0.410], [1.812, -5.604, -3.332], [2.570, -4.232, -2.521], [0.194, -4.255, -3.545], [-1.630, -2.398, -2.874], [-1.629, -3.490, -1.476], [-0.939, -0.474, -1.047], [-2.585, -1.106, -1.155], [-1.179, -2.864, 0.761], [-2.672, -1.927, 0.887], [0.745, -3.307, -0.054], [1.654, -1.426, 0.607], [1.226, -0.654, -0.929], [3.693, -0.746, 0.041], [4.995, -2.565, -0.116], [3.561, -3.571, -0.425], [4.548, -2.829, -1.809], [2.752, 0.230, -2.278], [4.482, 0.136, -1.852], [3.847, -1.099, -2.964], [-2.982, 2.852, 5.888], [-2.837, 2.136, 6.865], [-2.498, 2.597, 4.658], [-2.707, 3.495, 3.535], [-1.737, 1.381, 4.433], [-3.543, 3.801, 5.942], [-3.243, 2.958, 2.746], [-1.735, 3.830, 3.150], [-3.292, 4.364, 3.836], [-2.355, 0.514, 4.673], [-0.860, 1.374, 5.084], [-1.424, 1.332, 3.390], [-1.306, 4.605, 0.745], [-0.775, 4.747, 1.832], [-1.477, 5.583, -0.169], [-2.119, 5.340, -1.446], [-1.000, 6.919, 0.139], [-1.701, 3.630, 0.415], [-1.423, 5.578, -2.252], [-3.003, 5.976, -1.533], [-2.421, 4.298, -1.534], [0.075, 6.886, 0.324], [-1.497, 7.282, 1.040], [-1.208, 7.593, -0.690]], "lowdin_charge": [-0.111, -0.285, -0.019, -0.393, -0.137, -0.261, -0.553, 0.688, 0.033, -0.194, -0.358, -0.080, -0.087, -0.666, -0.063, -0.051, 0.058, 0.051, 0.039, 0.105, 0.083, 0.101, 0.116, 0.105, 0.080, 0.101, 0.051, 0.049, 0.106, 0.077, 0.099, 0.110, 0.065, 0.043, 0.072, 0.071, 0.064, 0.062, -0.369, -0.008, -0.193, -0.059, -0.088, 0.125, 0.091, 0.055, 0.085, 0.090, 0.097, -0.034, -0.330, -0.011, -0.197, -0.054, -0.044, 0.143, 0.091, 0.087, 0.088, 0.093, 0.091, 0.084]}